Record 1
The following is a DFT calculation (ωB97M-V/def2-TZVPD) of one molecule with the formula C12H18BBr in a non-equilibrium geometry.

Geometry as XYZ:
```
32
Properties=species:S:1:pos:R:3:forces:R:3:nbo_charge:R:1
B -1.182 0.725 0.596 -1.4021 0.4599 -0.5815 0.99
C 0.174 0.662 1.681 -2.8664 -1.7664 -1.8662 -0.33
C 0.372 1.623 2.579 0.7981 -1.3391 -0.8538 -0.34
C -3.038 2.020 -2.181 -0.7859 -0.6852 0.0989 -0.42
C 3.971 -1.479 -0.375 -1.8080 1.3983 -0.3978 -0.39
C -2.992 2.112 -0.858 3.5315 -0.5094 -1.9545 -0.14
C 2.688 -1.218 -0.722 3.6500 -2.0980 0.9809 -0.17
C -0.985 -1.752 -0.099 -2.8990 -1.4507 1.5655 -0.44
C 0.799 -0.719 1.408 -1.0558 -0.6223 0.5737 -0.43
C -2.128 -0.657 -0.304 3.0484 1.0004 0.2664 -0.55
C 0.407 -1.189 -0.045 0.9111 -1.1693 0.4356 -0.23
C -1.658 2.115 -0.077 -1.8846 0.0507 0.5423 -0.93
C 1.553 -2.099 -0.590 -1.5937 -1.7836 2.2015 -0.43
Br -3.918 -1.158 0.360 0.7722 0.1200 0.1930 -0.01
H -0.324 2.355 2.730 -2.0746 1.9694 -0.3216 0.19
H 1.174 1.844 3.229 1.3134 -0.8510 0.6323 0.20
H -4.041 1.829 -2.570 0.3705 0.4371 -0.5147 0.20
H -2.184 1.892 -2.831 0.1094 0.1682 -0.0550 0.19
H 4.672 -0.668 -0.484 0.4022 -0.1130 -0.1397 0.20
H 4.290 -2.373 0.117 0.0250 -0.4543 0.1371 0.20
H -3.940 2.135 -0.473 -1.8776 0.0587 2.0480 0.20
H 2.430 -0.322 -1.175 -0.0580 1.8751 -0.7974 0.19
H -1.213 -2.033 1.000 0.2040 -0.4089 -1.8017 0.21
H -1.102 -2.668 -0.760 0.1716 1.0503 0.7281 0.22
H 1.895 -0.732 1.487 -0.3626 -0.1096 0.4307 0.24
H 0.256 -1.531 2.139 1.6846 2.0065 -1.4694 0.23
H -2.404 -0.403 -1.390 0.9977 -0.1504 1.7566 0.24
H 0.432 -0.388 -0.745 0.0773 1.3413 -0.4687 0.20
H -0.855 2.440 -0.732 0.2313 0.0580 -0.2832 0.26
H -1.859 2.962 0.584 0.8864 -0.0541 0.7222 0.25
H 1.347 -2.549 -1.517 -0.8576 -0.0720 -1.7258 0.23
H 1.657 -3.074 0.008 0.3410 1.6434 -0.0823 0.21
```
Positions in Å, forces in eV/Å.

SMILES   C=CCB1C(=C)C[C@@H](CC=C)C[C@H]1Br
Orbital gap   9.1 eV
HOMO energy   -9.035 eV

=====

Record 2
The following is a DFT calculation (ωB97M-V/def2-TZVPD) of C12H18BrFN3S3 as an isolated structure in a non-equilibrium geometry.

Geometry as XYZ:
```
38
Properties=species:S:1:pos:R:3:forces:R:3:nbo_charge:R:1
C 0.406 3.686 -2.613 0.4251 -0.1220 0.8621 -0.63
C 0.975 3.953 -1.189 -0.7072 0.0105 -0.7406 -0.22
Br 2.803 3.275 -1.086 0.0415 0.1023 0.0522 -0.01
C 0.054 3.435 -0.058 0.2433 -0.3587 0.4969 -0.46
C 0.603 2.309 0.789 -0.1759 0.4079 -0.2427 -0.10
C 0.351 0.921 0.491 -0.2366 0.3469 0.4294 -0.15
S -0.588 0.567 -0.969 -0.0357 -0.5521 -0.5435 -0.02
C 0.839 -0.082 1.277 -0.0436 -0.4120 -0.2648 -0.02
C 0.661 -1.586 1.125 0.4068 0.4522 0.0562 -0.44
C 0.939 -2.186 -0.264 -0.2453 0.0164 0.1613 -0.42
C -0.222 -2.802 -1.086 0.3884 0.7386 -0.2289 -0.50
S -1.887 -2.834 -0.384 -0.4390 -1.0373 0.2604 -0.15
C 1.637 0.326 2.387 0.2987 -0.0538 0.4818 0.16
N 2.210 -0.503 3.262 0.0539 -0.6358 0.0157 -0.65
S 3.001 0.364 4.334 -0.1476 0.5511 -0.1529 1.00
N 2.670 1.849 3.790 0.4012 -0.1212 0.5239 -0.58
C 1.917 1.680 2.720 -0.5225 -0.0752 -0.7983 0.01
C 1.355 2.651 1.857 0.0938 0.3852 0.4678 0.47
F 1.579 3.938 2.146 0.0270 -0.0352 -0.0775 -0.31
H -0.551 3.187 -2.517 -0.1624 -0.0354 -0.2201 0.21
H 1.095 3.040 -3.141 -0.1090 -0.0671 -0.3568 0.23
H 0.286 4.623 -3.142 0.0008 0.0630 -0.2016 0.22
H 1.061 5.027 -1.093 0.2888 0.1040 0.2759 0.22
H -0.897 3.107 -0.459 -0.0563 0.1056 -0.2953 0.22
H -0.179 4.251 0.617 0.0892 0.2097 0.0570 0.24
H -1.822 0.995 -0.643 0.1949 0.1343 0.2944 0.13
H -0.290 -1.875 1.568 -0.1552 -0.1379 -0.1819 0.22
H 1.419 -1.980 1.793 -0.0978 -0.2860 0.1356 0.26
H 1.419 -1.419 -0.864 -0.0338 0.0655 -0.2077 0.23
H 1.692 -2.961 -0.152 0.0354 -0.1488 0.0918 0.22
H -0.274 -2.312 -2.051 -0.1215 0.1489 -0.0868 0.23
H 0.003 -3.841 -1.303 -0.2160 -0.2352 0.1557 0.23
H -2.183 -1.601 0.035 0.3500 0.2127 -0.2848 0.17
N -4.018 -5.442 -1.037 -0.0923 -0.0839 -0.0531 -0.87
H -3.443 -4.585 -1.063 0.2410 0.3367 0.1030 0.47
H -4.912 -5.269 -1.499 0.0012 -0.0091 0.0024 0.45
H -3.527 -6.198 -1.517 -0.0061 -0.0041 0.0067 0.45
H -4.181 -5.706 -0.063 0.0229 0.0192 0.0071 0.46
```
Positions in Å, forces in eV/Å.

Orbital gap   6.7 eV
HOMO energy   -10.730 eV
Charge   +1

=====

Record 3
The following is a DFT calculation (ωB97M-V/def2-TZVPD) of C12H18BrHfN4O2 as an isolated structure.

Geometry as XYZ:
```
38
Properties=species:S:1:pos:R:3:forces:R:3:nbo_charge:R:1
Hf 0.081 0.367 0.466 0.1588 0.0319 -0.1146 2.66
C 1.537 2.097 -1.648 0.0028 0.0032 -0.0258 -0.26
C 0.508 2.957 -0.924 -0.0047 0.0089 -0.0210 -0.26
N -0.754 2.175 -0.629 -0.0091 -0.0496 -0.0472 -0.77
C -1.566 1.832 -1.852 -0.0471 0.0079 -0.0158 -0.26
C -2.060 0.392 -1.798 -0.0498 0.0261 -0.0174 -0.25
N -0.954 -0.547 -1.383 -0.0215 0.0683 0.0825 -0.78
C 0.175 -0.622 -2.387 0.0736 0.0104 -0.0182 -0.27
C 1.567 -0.477 -1.758 -0.0117 -0.0486 -0.0440 -0.28
N 1.743 0.780 -0.923 -0.0486 -0.0100 0.0254 -0.77
H 2.485 2.632 -1.693 0.0066 -0.0097 0.0195 0.29
H 1.251 1.883 -2.675 -0.0098 -0.0143 0.0058 0.24
H 0.276 3.842 -1.521 -0.0217 -0.0021 0.0043 0.28
H 0.900 3.312 0.033 0.0018 -0.0080 0.0056 0.26
H -1.324 2.773 -0.027 0.0014 -0.0077 0.0130 0.46
H -0.956 2.018 -2.734 0.0191 -0.0209 0.0095 0.23
H -2.422 2.503 -1.928 0.0030 0.0048 0.0112 0.28
H -2.467 0.102 -2.768 0.0233 -0.0165 -0.0045 0.27
H -2.866 0.282 -1.068 0.0097 0.0018 0.0113 0.24
H -1.366 -1.477 -1.306 0.0134 -0.0054 0.0203 0.45
H 0.010 0.130 -3.156 -0.0018 0.0070 0.0101 0.24
H 0.150 -1.586 -2.895 -0.0099 -0.0172 0.0316 0.29
H 2.321 -0.508 -2.548 -0.0008 0.0268 -0.0014 0.30
H 1.784 -1.333 -1.101 -0.0099 0.0041 0.0116 0.25
H 2.695 0.766 -0.551 0.0048 0.0008 -0.0069 0.46
Br -1.444 -4.659 4.433 -0.0429 -0.0702 0.0484 0.36
C -0.655 -3.343 3.436 0.0407 0.0904 -0.0437 -0.06
C -0.123 -3.663 2.153 0.0075 0.0292 -0.0076 0.05
N 0.551 -2.797 1.434 -0.0138 0.0136 -0.0222 -0.33
C 0.660 -1.532 1.898 0.0994 -0.0553 -0.0258 -0.34
C 0.102 -1.111 3.132 -0.0481 -0.0071 -0.0350 -0.08
C -0.569 -2.029 3.910 -0.0118 -0.0504 -0.0177 -0.17
C 0.125 0.350 3.472 0.0182 -0.0974 0.0202 0.77
O 0.068 0.883 4.507 0.0054 0.0326 -0.0165 -0.35
O 0.172 1.051 2.219 -0.0240 0.1302 0.0908 -0.92
H -0.229 -4.667 1.761 -0.0075 -0.0056 0.0117 0.26
H 1.603 -1.036 1.560 -0.0940 0.0015 0.0512 0.23
H -1.010 -1.740 4.857 -0.0009 -0.0033 0.0015 0.30
```
Positions in Å, forces in eV/Å.

Orbital gap   6.8 eV
HOMO energy   -18.769 eV
Charge   +3

=====

Record 4
The following is a DFT calculation (ωB97M-V/def2-TZVPD) of C12H18Cl2IN2OPt as an isolated structure in a non-equilibrium geometry.

Geometry as XYZ:
```
37
Properties=species:S:1:pos:R:3:forces:R:3:nbo_charge:R:1
Pt -0.125 -0.290 -0.688 0.0031 1.1167 0.5993 0.69
C -0.280 -1.880 1.702 -0.0457 -0.1311 0.2906 -0.43
N -0.101 -0.436 1.431 0.4414 0.0201 -1.3432 -0.37
C -1.144 0.367 2.082 -0.1317 -0.0239 0.2581 -0.42
C 1.262 -0.006 1.856 0.1168 0.0916 0.5008 -0.24
C 2.257 -0.427 0.840 0.3400 0.0086 0.2840 -0.15
C 3.570 -0.763 1.142 0.0940 0.1995 -0.0363 -0.18
C 4.460 -1.056 0.117 -0.0743 -0.0354 -0.0328 -0.21
C 4.025 -1.025 -1.202 -0.0038 0.1908 0.0790 -0.19
C 2.704 -0.705 -1.495 0.1263 -0.0343 -0.1855 -0.28
C 1.815 -0.417 -0.470 -0.1255 -0.9099 -0.6499 -0.08
H -0.167 -2.075 2.772 -0.0385 0.0885 0.0165 0.21
H 0.467 -2.450 1.157 0.0281 0.0309 -0.0040 0.24
H -1.274 -2.194 1.393 -0.0017 0.0419 -0.0091 0.21
H -1.111 0.216 3.164 0.0818 -0.0578 -0.0054 0.21
H -2.119 0.068 1.708 0.0267 -0.0294 -0.0054 0.23
H -0.985 1.419 1.861 0.0219 -0.0109 -0.0185 0.22
H 1.505 -0.410 2.843 -0.2242 0.0032 0.0590 0.21
H 1.248 1.082 1.934 -0.0708 0.0019 -0.0110 0.23
H 3.905 -0.771 2.173 -0.0112 -0.0201 -0.0123 0.22
H 5.487 -1.305 0.346 -0.0117 -0.0360 0.0000 0.23
H 4.714 -1.251 -2.005 -0.0018 0.0120 -0.0048 0.23
H 2.379 -0.683 -2.530 -0.0237 -0.1039 0.0217 0.21
Cl -0.605 -0.687 -3.280 0.2469 0.1285 0.5616 0.04
C -1.607 -2.156 -3.015 0.0078 -0.0494 0.1679 -0.37
Cl -1.974 -2.331 -1.303 -0.4881 -0.4107 -0.2416 0.02
H -1.034 -3.014 -3.344 0.0661 0.0299 -0.0220 0.25
H -2.531 -2.045 -3.568 0.0253 0.1099 -0.0546 0.25
N -2.376 2.841 -1.942 -0.0278 0.0166 -0.0085 -0.78
C -2.531 2.193 -0.780 -0.0129 -0.0774 -0.1890 0.67
O -2.067 1.072 -0.575 -0.3968 -0.1798 -0.0574 -0.71
C -3.328 2.898 0.283 0.0649 0.0933 -0.0049 -0.62
I -2.102 4.395 1.190 -0.0012 -0.0004 0.0358 0.15
H -1.801 2.443 -2.665 0.0100 -0.0454 0.0136 0.41
H -2.727 3.775 -2.074 0.0242 0.0161 0.0289 0.41
H -3.611 2.202 1.062 -0.0279 -0.0404 -0.0267 0.25
H -4.200 3.405 -0.119 -0.0061 -0.0038 0.0061 0.25
```
Positions in Å, forces in eV/Å.

Orbital gap   7.8 eV
HOMO energy   -11.074 eV
Charge   +1

=====

Record 5
The following is a DFT calculation (ωB97M-V/def2-TZVPD) of one molecule with the formula C12H18ClN in a non-equilibrium geometry.

Geometry as XYZ:
```
32
Properties=species:S:1:pos:R:3:forces:R:3:nbo_charge:R:1
C -0.705 2.420 -0.269 0.5464 1.5786 -1.0210 -0.43
C 0.747 2.397 0.225 2.2395 0.4859 -0.7916 -0.39
C -1.016 -0.455 -1.851 0.9645 0.9610 -2.3889 -0.39
C -1.265 -1.870 -1.391 -2.7966 -0.8226 0.3561 -0.47
C -0.582 1.041 1.657 -2.0045 2.2143 1.3794 -0.40
C -1.308 1.190 0.322 -0.1693 -0.5570 -0.5676 -0.21
C 0.794 1.048 1.070 1.5558 1.7610 1.4988 -0.30
C -0.689 0.026 -0.434 -0.2081 -1.2798 0.9986 -0.14
C -1.200 -1.384 0.033 0.6047 -0.8152 -0.2690 0.07
C 0.688 0.004 0.052 0.1910 -0.1854 -0.2631 0.26
C -0.797 -2.333 1.111 -0.4255 -2.1455 -1.3210 -0.67
C 2.976 -0.777 -0.220 3.4807 -0.9096 -1.2490 -0.12
N 1.708 -0.641 -0.594 -3.5547 0.0816 0.3687 -0.61
Cl 3.971 0.778 -0.780 0.2501 0.1938 0.6150 -0.25
H -1.147 3.390 0.046 -0.1880 -0.7453 -0.3405 0.22
H -0.682 2.343 -1.376 -0.4392 0.3569 0.5456 0.21
H 1.506 2.285 -0.686 -1.4330 0.5426 2.1185 0.23
H 0.986 3.360 0.828 -0.0920 -1.8006 -0.8510 0.22
H -0.225 -0.305 -2.776 -2.0467 -0.0848 2.3070 0.19
H -2.013 -0.107 -2.080 0.1017 0.8868 -0.6984 0.23
H -2.379 -2.285 -1.598 2.5492 0.6556 -0.0166 0.21
H -0.528 -2.555 -1.750 0.4787 -0.9893 0.0261 0.19
H -0.839 1.936 2.294 0.7198 -0.3206 -0.6958 0.21
H -0.931 0.278 2.329 0.2675 -1.0830 -0.3128 0.22
H -2.381 1.164 0.280 -0.5142 -0.1243 0.2859 0.22
H 1.609 1.103 1.831 -0.3685 -0.5690 -0.8040 0.24
H -0.559 -1.846 2.019 0.5631 0.3639 0.9938 0.21
H 0.099 -3.049 0.734 -1.8132 1.4022 1.0182 0.18
H -1.724 -2.996 1.341 1.6038 0.7312 -0.4483 0.23
H 3.400 -1.414 -1.002 0.3286 -0.3274 0.7445 0.22
H 3.385 -1.093 0.790 -1.2571 0.8722 -1.0310 0.24
H 1.395 -0.867 -1.526 0.8654 -0.3285 -0.1866 0.40
```
Positions in Å, forces in eV/Å.

Orbital gap (alpha / beta)   6.6 / 7.9 eV
HOMO energy (alpha / beta)   -6.053 / -7.103 eV

=====

Record 6
The following is a DFT calculation (ωB97M-V/def2-TZVPD) of an isolated ion of composition C12H18ClN2OS and charge +1.

Geometry as XYZ:
```
35
Properties=species:S:1:pos:R:3:forces:R:3:nbo_charge:R:1
N 0.964 4.373 -3.020 -0.1736 -0.1595 0.0063 -0.83
C 0.361 3.533 -1.991 0.0799 -0.0130 -0.0018 -0.21
C -0.063 2.173 -2.558 0.2000 -0.0571 0.1718 -0.40
C 0.083 1.025 -1.553 -0.0541 0.1580 -0.0461 -0.41
C -0.692 -0.245 -1.945 0.1204 0.1254 -0.1365 -0.39
C -1.724 -0.730 -0.911 -0.0841 -0.0681 0.0000 -0.46
C -1.187 -0.855 0.478 0.1825 -0.2858 -0.2194 0.33
C -1.464 0.098 1.426 -0.0536 0.2968 0.4187 -0.24
C -0.930 0.003 2.695 0.0813 -0.1328 0.0320 -0.05
C -0.091 -1.059 3.012 -0.2588 0.5511 0.2611 -0.24
C 0.191 -2.013 2.076 -0.0629 -0.1556 -0.4549 0.29
C 1.104 -3.158 2.407 0.1536 -0.0636 -0.0611 -0.57
C 2.369 -2.638 3.076 0.5165 0.5390 -0.4000 0.54
O 3.261 -2.134 2.472 -0.5598 -0.3670 0.3712 -0.46
Cl 2.387 -2.773 4.822 0.0259 -0.0917 0.1283 -0.01
N -0.383 -1.905 0.828 0.1017 -0.0118 0.1820 -0.43
S -0.091 -3.147 -0.363 0.0715 -0.0858 -0.1434 0.27
H 1.908 4.067 -3.213 0.0559 0.0479 -0.0792 0.35
H 1.010 5.338 -2.725 0.0359 0.0468 0.0136 0.37
H 1.033 3.362 -1.139 0.0053 0.0231 0.0874 0.16
H -0.518 4.055 -1.615 -0.0206 0.0192 0.1350 0.19
H -1.100 2.216 -2.890 -0.0082 0.0700 -0.2389 0.20
H 0.576 1.978 -3.419 -0.1730 -0.1223 -0.1975 0.21
H -0.239 1.394 -0.576 -0.0324 -0.0406 0.0821 0.18
H 1.141 0.781 -1.460 0.0697 0.0547 0.1771 0.21
H -1.246 -0.048 -2.863 -0.0491 -0.0951 -0.0253 0.23
H -0.001 -1.053 -2.183 0.0049 -0.0384 0.0081 0.21
H -2.545 -0.018 -0.868 -0.0337 0.0526 0.0378 0.24
H -2.142 -1.688 -1.222 -0.0547 0.0427 -0.0836 0.25
H -2.111 0.920 1.162 -0.0169 0.0216 -0.0450 0.26
H -1.157 0.751 3.443 -0.0037 0.0256 0.0060 0.25
H 0.341 -1.133 4.000 0.0244 -0.0594 -0.0212 0.26
H 0.582 -3.877 3.036 0.0115 -0.0311 0.0347 0.27
H 1.451 -3.650 1.506 -0.0619 -0.1174 -0.0389 0.28
H -1.075 -3.945 0.073 -0.0397 -0.0786 0.0396 0.14
```
Positions in Å, forces in eV/Å.

SMILES   NCCCCCc1cccc(CC(=O)Cl)[n+]1S
Orbital gap   6.9 eV
HOMO energy   -11.441 eV
Charge   +1